No. 1
Entry from the OMol25 dataset: C23H26BaClIN4O4Te as an isolated structure (wB97M-V/def2-TZVPD).

Output
- E_LUMO: 3.6 eV
- Relative energy (zero: lowest compared OMol25 entry of this formula, charge and spin): 7.1 kcal per mole
- Charge: -2
- Orbital gap: 3.360 eV
- Molar mass: 849.77 u
- E_HOMO: 0.24 eV

```
61
Properties=species:S:1:pos:R:3:mulliken_charge:R:1
Ba 0.33100 2.85195 -0.59561 1.39
I 0.23933 -0.45173 -5.33761 -0.03
Te -0.88207 5.62545 0.49623 -1.45
Cl -5.39739 -0.47050 -4.59568 -0.33
O 2.32430 1.96110 0.89785 -0.90
O 5.97143 -1.10458 0.73329 -0.46
O 0.72795 -0.17542 4.07470 -0.73
O -0.13842 1.60478 -2.93164 -0.83
N 0.07454 -2.26263 0.54213 0.27
N -2.01285 -1.23552 0.73635 0.16
N -0.16570 0.08861 0.29510 0.04
N -2.35882 2.46137 -1.60351 -0.07
C -4.72091 2.56030 -1.35245 -0.71
C -3.41450 2.96207 -1.00964 -0.28
C 4.36038 -1.28886 2.43057 -0.72
C -3.77756 1.10055 -3.01325 0.79
C -0.02465 -3.04081 1.76988 -1.05
C -0.66009 -1.07219 0.50114 0.04
C -2.80972 -0.02946 0.85875 -0.93
C -2.71156 -0.26597 -4.69707 -0.52
C 0.66405 2.01411 3.17457 -0.81
C -2.70572 -2.31087 0.05001 -1.14
C 2.95990 0.99097 1.42709 -0.26
C -1.45494 0.21473 -4.31738 -0.36
C -2.50420 1.56633 -2.61030 -0.42
C -1.25674 1.13877 -3.27395 0.70
C 3.20860 -0.84055 3.03362 -0.56
C -3.84475 0.15840 -4.06840 0.52
C -4.89941 1.62749 -2.33303 -0.82
C 1.43015 -2.20535 0.01843 -1.31
C 4.16376 0.50528 0.81811 -0.62
C 1.25899 0.63616 3.32255 0.70
C 6.44398 -0.46231 -0.42871 -0.83
C 2.49190 0.27264 2.58112 0.33
C 4.82886 -0.59335 1.30207 1.27
H -3.59276 -2.59442 0.62148 0.34
H 1.78730 -3.22541 -0.12965 0.32
H -5.89040 1.29501 -2.61469 0.38
H -0.00736 2.02347 2.31057 -0.18
H -2.78871 -0.98325 -5.50412 0.37
H 2.12650 -1.69343 0.69400 0.53
H 0.85043 0.04639 0.33100 -0.01
H -3.03018 0.41699 -0.11583 0.30
H 0.22490 -4.08385 1.56342 0.36
H -3.21533 3.71496 -0.24811 0.18
H -2.05572 -3.17590 -0.05074 0.40
H 7.33800 -1.00207 -0.73609 0.23
H 4.90996 -2.14641 2.79503 0.38
H 0.06763 2.24258 4.05562 0.39
H -1.03785 -2.98552 2.16075 0.38
H 0.65774 -2.65018 2.53668 0.18
H 1.41085 2.78092 2.98457 0.34
H 2.81020 -1.35939 3.89781 0.40
H -3.02946 -1.99790 -0.95224 0.28
H 4.49127 1.04702 -0.05852 0.36
H 5.70496 -0.49547 -1.23468 0.32
H 1.42910 -1.69833 -0.94617 0.35
H -3.75145 -0.28882 1.34637 0.36
H 6.70058 0.58300 -0.23355 0.32
H -2.28389 0.70446 1.46479 0.26
H -5.56542 2.99457 -0.83301 0.39
```

***

No. 2
Entry from the OMol25 dataset: C23H26Br3Cl4F14K2LiN5NaO6 as an isolated structure (wB97M-V/def2-TZVPD).

Output
- E_LUMO: -2.3 eV
- Charge: 0
- Orbital gap: 1.191 eV
- Molar mass: 1224.11 u
- E_HOMO: -3.46 eV

```
85
Properties=species:S:1:pos:R:3:mulliken_charge:R:1
Br -3.40461 -6.49014 3.63612 -0.08
Br -3.97107 -9.23380 2.11601 0.04
Br -1.88532 -9.13646 4.52077 0.01
K 0.57201 -4.44587 0.68528 0.75
K 2.04314 -2.03455 -6.55026 0.60
Cl -1.23312 -4.67708 -5.04832 -0.09
Cl -1.90782 -2.94659 -2.82473 0.04
Cl -2.31533 -2.04439 -5.52232 -0.09
Cl 0.35830 -2.30025 -4.46810 -0.01
Na -4.44466 3.32562 4.02980 -0.01
F -0.64681 0.30935 -0.42287 -0.29
F 1.97282 -0.14434 -2.57336 -0.31
F 0.89489 -2.16148 1.50178 -0.34
F -3.03480 -2.68459 2.50458 -0.31
F 2.67613 -0.80510 -0.00210 -0.34
F -1.24554 -3.86017 2.45644 -0.26
F -3.01486 -4.30284 -0.23405 -0.85
F 0.37232 -1.55600 -0.93307 -0.22
F 3.36630 1.16017 -1.52431 -0.33
F -2.16383 -0.51607 1.70519 -0.26
F -1.79057 -2.14955 0.36213 -0.21
F 1.95745 1.11233 0.75191 -0.16
F -1.31792 -2.19488 3.83595 -0.21
F 0.33206 -0.26026 2.33289 -0.16
O 0.35993 7.05319 -0.98579 -0.36
O 0.64171 9.12976 -0.25344 -0.63
O 1.09339 6.89963 -3.96322 -0.57
O -0.91526 8.56714 -1.74386 -0.53
O 2.45251 5.57476 -2.80899 -0.68
O 0.73428 4.69394 -3.82387 -0.71
N -1.38336 4.86686 1.30744 0.03
N -0.78113 4.21362 -0.82138 0.15
N -1.99542 3.03542 4.23049 -0.71
N 1.69316 -9.11055 -1.56259 -0.42
N -2.91215 3.64031 0.03622 -0.36
C -1.36780 -1.56496 1.47680 0.96
C 0.05789 8.29895 -0.97168 0.69
C 0.48914 3.61496 -0.25375 1.20
C 2.47242 -7.17291 -3.13031 -0.40
C 0.37127 -0.49413 -0.06516 0.59
C -0.72895 3.01245 4.02732 0.36
C 2.03176 -8.26706 -2.26968 0.23
C -0.06860 3.12334 2.68139 -0.12
C -0.12119 4.49282 1.97593 0.15
C -1.70248 4.21929 0.16610 0.09
C 2.05342 0.81671 -1.59770 1.07
C 1.22961 2.00724 -1.99007 -1.21
C -2.66075 -8.18859 3.04656 -0.21
C 1.82934 -5.43987 -1.39737 -1.19
C -1.66732 -2.55561 2.61935 0.31
C 0.94100 4.53517 0.87119 -1.35
C 1.75321 0.18899 -0.21017 0.60
C 1.41022 5.76887 -3.53917 0.67
C 0.15196 2.79180 5.21216 -1.39
C 0.06087 -1.10041 1.31971 0.17
C 2.93859 -5.98236 -2.28500 -0.65
C -1.30780 -3.01583 -4.45324 0.14
C 1.52752 3.33641 -1.31478 0.72
Li -3.26825 -4.29747 1.52178 0.72
H -2.48476 3.12508 3.32947 0.07
H 0.76386 1.91484 5.01706 0.33
H -3.45367 3.71351 -0.80610 0.32
H 1.64251 -6.88447 -3.77783 0.21
H 2.48727 3.38147 -0.81393 0.92
H 0.17033 1.80810 -1.89113 0.24
H 1.91633 4.28368 1.26296 0.62
H 1.48607 -6.19284 -0.67670 0.41
H -1.86744 -7.96214 2.34871 0.22
H 3.28365 -7.53202 -3.76280 0.32
H -0.47047 2.55525 6.06204 0.44
H 3.78481 -6.28106 -1.66610 0.34
H 0.98509 2.91810 2.82418 0.37
H 0.18636 2.65263 0.15788 -0.71
H 2.18929 -4.57726 -0.83549 0.33
H 1.40807 2.14693 -3.05365 0.54
H -0.52384 2.36095 2.05630 -0.20
H 3.29265 -5.19057 -2.94589 0.33
H -3.32307 3.11737 0.79747 0.04
H 0.09791 5.25341 2.71543 0.48
H -2.18755 4.95134 1.91736 0.40
H 0.93567 5.54613 0.46597 0.21
H -1.15037 3.56406 -1.50755 0.37
H 0.75857 3.66110 5.43512 0.32
H 1.52347 4.13122 -2.04716 -1.74
H 0.96737 -5.11976 -1.99222 0.53
```

***

No. 3
Entry from the OMol25 dataset: C23H26GeN3SeV as an isolated structure (wB97M-V/def2-TZVPD).

Output
- E_LUMO (spin up / spin down): -7.2 / -6.8 eV
- Relative energy (zero: lowest compared OMol25 entry of this formula, charge and spin): 16.1 kcal per mole
- Charge: +2
- Orbital gap (spin up / spin down): 6.989 / 7.292 eV
- Molar mass: 547.00 u
- E_HOMO (spin up / spin down): -14.20 / -14.12 eV
- Spin multiplicity: 3

```
55
Properties=species:S:1:pos:R:3:mulliken_charge:R:1
Se -0.82248 -2.13818 -1.64549 0.31
Ge -3.54677 -0.35987 -0.53899 0.51
V 0.54354 -0.92940 0.04409 -0.05
N 0.67979 -0.89509 1.97292 -0.15
N 2.21809 -1.17966 -0.89675 -0.09
N 1.09910 0.77477 0.19113 1.23
C 2.57815 2.41289 -1.02635 -0.72
C 0.75691 1.39343 1.39980 -0.11
C 2.10805 1.16658 -0.69412 0.16
C 2.72605 0.03039 -1.28223 1.08
C -3.15097 -0.12935 1.37935 -0.83
C -2.66105 -2.12206 -1.00949 -1.19
C -5.44058 -0.59682 -0.95627 -1.11
C 0.62352 2.71593 1.74515 -0.74
C 0.53866 0.40281 2.39601 0.79
C 0.19835 0.73614 3.71786 0.93
C 0.15403 -1.62828 4.18268 -0.85
C 2.79356 -2.29057 -1.34784 -0.12
C 4.40247 -1.04980 -2.61609 -0.54
C 4.24851 1.45180 -2.50668 -0.88
C 0.00163 -0.33285 4.61878 -0.63
C -2.61377 1.12417 -1.44526 -1.00
C 0.49715 -1.87584 2.85253 -0.07
C -1.02863 -1.22628 -3.35030 -1.06
C 3.63875 2.54015 -1.94765 -1.01
C 0.10131 2.10855 4.04245 -0.92
C 3.81159 0.14942 -2.16818 0.52
C 0.30530 3.05656 3.07683 -0.91
C 3.89511 -2.26041 -2.20254 -0.93
H 2.36958 -3.23569 -1.02951 0.52
H 0.01136 -2.46025 4.85726 0.45
H -2.78960 1.13467 -2.52006 0.36
H 3.98076 3.53327 -2.20523 0.43
H 0.62915 -2.89133 2.49635 0.51
H -0.12839 2.39582 5.06018 0.47
H -5.81851 -1.46735 -0.42075 0.38
H -0.99782 -0.14882 -3.22909 0.29
H -2.66136 -2.75903 -0.12337 0.51
H 5.06718 1.57470 -3.20341 0.45
H 5.26368 -1.01227 -3.27184 0.48
H -1.98445 -1.54033 -3.76109 0.42
H 0.22816 4.10399 3.33521 0.44
H -1.53962 1.08413 -1.25210 0.05
H -0.22785 -1.55893 -4.00493 0.41
H 0.73688 3.50269 1.01411 0.51
H -5.58064 -0.75343 -2.02502 0.35
H 2.15046 3.30496 -0.59406 0.27
H 4.33680 -3.18847 -2.53546 0.44
H -2.11132 -0.39765 1.56836 -0.01
H -3.78239 -0.75216 2.01194 0.44
H -3.29432 0.91223 1.66847 0.36
H -3.23727 -2.64074 -1.77515 0.54
H -0.25978 -0.12432 5.64868 0.51
H -2.99324 2.06254 -1.03963 0.40
H -6.02284 0.27263 -0.65520 0.38
```

***

No. 4
Entry from the OMol25 dataset: C23H26I2N2O8P2TaTe as an isolated structure (wB97M-V/def2-TZVPD).

Output
- E_LUMO: -10.0 eV
- Relative energy (zero: lowest compared OMol25 entry of this formula, charge and spin): 17.6 kcal per mole
- Charge: +3
- Orbital gap: 5.860 eV
- Molar mass: 1082.77 u
- E_HOMO: -15.88 eV

```
65
Properties=species:S:1:pos:R:3:mulliken_charge:R:1
Ta -0.03914 -0.24553 -0.71478 0.99
I 4.59868 2.85531 -4.96979 0.27
I -0.84661 2.76086 -2.32780 0.18
Te -2.89755 -0.80995 -1.21530 0.26
P -1.14284 -2.53148 1.47007 0.72
P -0.79683 0.36855 2.44126 0.40
O -2.45913 -2.83406 0.91747 -0.75
O -0.87546 0.67413 0.94164 -0.22
O -0.17904 -1.80449 0.38869 -0.86
O -1.74568 1.27782 3.25457 -0.51
O 0.70713 0.58071 2.82705 -0.47
O -0.25033 -1.62286 3.88765 -0.63
O -0.22677 -3.70128 1.94557 -0.50
O -0.22554 -0.27981 -2.60670 0.22
N 1.81065 -1.49594 -1.29268 -0.57
N 1.65443 1.05156 -0.15603 1.27
C -2.63849 -2.28779 -6.30871 -0.64
C 2.08061 -1.61571 -2.77974 -1.32
C 2.62356 3.08197 0.65243 -1.09
C 3.00829 1.82980 -4.12940 -0.43
C -3.17950 -0.15628 -3.22795 -0.72
C -2.67134 -1.42694 3.47621 -1.65
C 2.04830 -0.22559 -3.33064 0.75
C 1.85454 2.52707 -3.76504 -0.28
C -2.55023 -2.57267 -3.54669 0.67
C 3.89359 2.52155 0.56130 -0.57
C -2.27765 -3.66278 -4.37077 -0.73
C -1.25034 -1.34505 2.91516 1.16
C 1.54296 2.32818 0.27857 -0.29
C 0.85369 0.44560 -3.07751 -0.64
C -2.86555 -1.34231 -4.10698 0.61
C 0.79190 1.82269 -3.22711 0.34
C 2.88370 0.49299 -0.21400 0.88
C -2.32076 -3.51960 -5.74725 -0.67
C 4.02008 1.21054 0.12257 -1.08
C 3.11920 0.45969 -3.87066 -0.52
C -2.91132 -1.20377 -5.49208 -0.92
C 2.99702 -0.97139 -0.54826 -1.11
C -2.53301 -2.74374 -2.05179 -0.97
H -2.52667 0.68937 -3.42269 0.07
H -3.32243 -3.38347 -1.66033 0.77
H -3.41339 -1.11129 2.74475 0.38
H -1.57988 2.22550 3.37780 0.40
H 3.90813 -1.14321 -1.12139 0.53
H -3.17322 -0.24903 -5.93188 0.51
H -0.65273 -4.56215 2.08334 0.41
H 4.99185 0.73950 0.05574 0.59
H 2.47871 4.09655 0.99597 0.56
H -4.21602 0.17137 -3.30394 0.66
H -0.63339 -2.10147 4.63685 0.37
H -2.12038 -4.37119 -6.38295 0.46
H 4.04532 -0.06057 -4.08212 0.53
H -1.58618 -3.12104 -1.66641 0.33
H 1.29704 -2.24104 -3.20793 0.44
H -2.68403 -2.17648 -7.38341 0.45
H 1.62557 -2.43322 -0.93896 0.43
H -2.75008 -0.80179 4.36433 0.54
H 0.54225 2.72811 0.32975 0.56
H 1.80011 3.60002 -3.88801 0.49
H 0.95648 0.10882 3.64538 0.37
H -2.05195 -4.62918 -3.93613 0.50
H -2.89757 -2.46220 3.73661 0.51
H 3.04336 -2.10343 -2.92833 0.53
H 3.09959 -1.53030 0.38504 0.52
H 4.77001 3.09395 0.83679 0.51
```

***

Energy, respectively: -2463.5823, -13947.4552, -6478.1711, -3206.0188 Eh.